# 1
Below is 10 unconnected molecules or ions with the total composition C39H64N4O18 at a distorted geometry, with properties calculated with the ωB97M-V functional and the def2-TZVPD basis.

For the LUMO energy, the calculation gives -0.2 eV. As for the electronic energy: -3097.553220 Ha. For the HOMO-LUMO gap, the calculation gives 10.29 eV. The SMILES is C[C@H]1COC(=O)O1.C[C@H]1COC(=O)O1.C[C@H]1COC(=O)O1.C[C@H]1COC(=O)O1.C[C@H]1COC(=O)O1.COC(=O)OC.CCCC#N.CCCC#N.CCCC#N.CCCC#N. The HOMO energy is -10.46 eV.

The geometry in XYZ format:
```
125
Properties=species:S:1:pos:R:3:forces:R:3:lowdin_charge:R:1
C 1.871224 -0.661552 -2.893528 0.88 0.29 -1.49 -0.032
C 2.983224 0.410448 -2.788528 -2.09 -0.04 -2.05 -0.302
C 2.516224 1.809448 -2.260528 0.52 0.37 -5.20 -0.135
O 3.072224 1.977448 -1.044528 0.73 -0.26 2.30 0.053
C 3.779224 0.859448 -0.749528 1.23 -0.42 2.20 -0.559
O 4.308224 0.597448 0.299472 -0.54 1.04 -0.94 0.143
O 3.813224 0.056448 -1.785528 2.36 -1.87 1.11 0.100
H 2.208224 -1.727552 -3.127528 -0.35 1.77 0.51 0.098
H 1.097224 -0.347552 -3.596528 0.39 -0.10 -0.59 0.062
H 1.336224 -0.555552 -2.006528 -0.69 -0.72 1.92 0.016
H 3.511224 0.434448 -3.756528 0.10 0.38 0.49 0.158
H 1.463224 1.856448 -2.290528 -1.43 0.25 0.46 0.104
H 2.917224 2.560448 -3.010528 -0.53 -0.41 1.06 0.165
C -3.076776 1.553448 2.930472 -1.54 0.24 3.65 -0.023
C -2.508776 2.781448 3.609472 -1.69 -1.39 1.37 -0.323
C -1.121776 2.625448 4.310472 -2.27 -4.20 -0.14 -0.097
O -0.318776 3.548448 3.699472 0.96 1.38 -0.22 0.090
C -1.038776 4.249448 2.850472 -1.45 5.61 -2.25 -0.480
O -0.733776 5.357448 2.362472 -0.07 -3.85 1.07 0.099
O -2.338776 3.784448 2.655472 2.81 0.89 0.73 0.051
H -3.804776 1.826448 2.236472 -0.96 0.47 -1.47 0.062
H -3.661776 1.082448 3.758472 0.31 -0.02 -0.76 0.097
H -2.450776 0.785448 2.645472 1.76 -1.22 -1.09 0.037
H -3.313776 3.043448 4.386472 1.25 0.41 -1.15 0.174
H -0.752776 1.585448 3.985472 -0.29 1.33 1.12 0.143
H -1.329776 2.683448 5.405472 1.16 0.34 -0.78 0.155
C 0.077224 -3.343552 2.199472 2.34 0.43 0.87 -0.022
C -1.130776 -3.200552 3.036472 1.48 -0.29 1.88 -0.293
C -1.093776 -3.643552 4.499472 2.66 -1.74 0.52 -0.109
O -1.988776 -2.791552 5.083472 -1.71 -0.68 1.78 0.108
C -1.993776 -1.688552 4.394472 -1.49 2.31 2.95 -0.665
O -2.464776 -0.680552 4.827472 -0.35 0.79 -0.11 0.152
O -1.354776 -1.807552 3.304472 0.94 0.12 -3.96 0.114
H -0.050776 -2.952552 1.199472 -0.01 0.32 -0.14 0.059
H 0.325224 -4.384552 2.085472 0.03 -0.60 -0.04 0.090
H 1.025224 -2.866552 2.702472 -1.92 -0.68 -0.97 0.132
H -1.963776 -3.712552 2.675472 -1.81 -0.14 -1.45 0.127
H -0.100776 -3.400552 4.936472 -0.17 -0.33 -0.30 0.152
H -1.351776 -4.662552 4.834472 0.11 0.26 -0.88 0.156
C 5.161224 -3.477552 -0.028528 -1.29 -1.08 0.30 -0.001
C 3.855224 -4.317552 -0.192528 0.11 2.12 1.60 -0.319
C 2.975224 -3.828552 -1.312528 2.79 0.10 -0.64 -0.131
O 2.889224 -4.993552 -2.102528 -3.35 3.77 -4.02 0.118
C 3.472224 -6.004552 -1.642528 -0.51 -2.87 1.27 -0.675
O 3.307224 -7.124552 -2.031528 0.84 -0.27 -0.31 0.150
O 4.076224 -5.641552 -0.545528 2.50 -1.62 2.67 0.117
H 5.930224 -4.029552 0.524472 -0.36 0.51 0.33 0.090
H 4.814224 -2.524552 0.337472 0.25 0.24 1.06 0.056
H 5.590224 -3.163552 -0.946528 0.36 -0.35 -1.39 0.066
H 3.196224 -4.210552 0.742472 1.40 -0.70 -0.83 0.157
H 3.474224 -3.005552 -1.837528 -0.25 -0.30 -0.29 0.121
H 2.082224 -3.490552 -0.939528 -2.43 0.46 0.27 0.044
C 1.210224 4.570448 -0.568528 -2.13 0.02 1.05 0.011
C 0.258224 4.868448 -1.763528 3.24 4.48 3.43 -0.227
C -0.833776 5.911448 -1.452528 -0.58 0.19 -0.65 -0.021
O -0.408776 6.982448 -2.364528 -3.75 1.41 2.54 0.100
C 0.599224 6.643448 -3.104528 -0.69 4.07 -0.89 -0.769
O 1.109224 7.322448 -3.921528 0.48 1.63 -1.85 0.169
O 1.030224 5.560448 -2.750528 3.29 -7.58 1.16 0.152
H 2.089224 3.960448 -0.723528 0.31 0.60 -0.65 0.055
H 0.623224 3.920448 0.092472 -0.25 -0.14 0.00 0.067
H 1.334224 5.434448 0.125472 0.43 -0.30 -1.08 0.096
H -0.076776 4.047448 -2.176528 -1.79 -4.22 -2.04 0.073
H -0.973776 6.230448 -0.368528 0.74 -0.09 -1.46 0.149
H -1.828776 5.563448 -1.808528 0.66 0.32 0.18 0.127
C -1.618776 0.441448 -3.428528 -2.36 0.61 0.49 -0.011
O -1.398776 1.627448 -2.578528 -1.22 1.07 1.16 -0.047
C -2.426776 2.355448 -2.024528 -7.46 -0.51 -2.26 -0.338
O -3.789776 2.307448 -2.426528 8.68 -0.24 2.36 -0.057
O -2.066776 3.208448 -1.032528 2.55 -3.41 -3.40 -0.049
C -2.999776 3.749448 -0.201528 -1.85 1.41 1.19 -0.073
H -1.780776 -0.468552 -2.874528 1.51 -0.32 1.12 0.057
H -0.861776 0.401448 -4.197528 0.01 0.14 0.12 0.089
H -2.650776 0.387448 -3.787528 0.13 1.33 -0.90 0.095
H -2.468776 4.511448 0.333472 0.26 0.37 0.40 0.075
H -3.374776 3.054448 0.546472 -0.11 -0.21 -0.39 0.087
H -3.796776 4.249448 -0.739528 -0.33 -0.27 -0.18 0.112
C -2.402776 -5.903552 -4.056528 1.64 -0.25 -2.62 -0.070
C -1.251776 -5.109552 -4.781528 -1.32 -1.19 -0.28 -0.234
C -1.309776 -3.594552 -4.561528 -0.01 0.48 0.59 -0.176
C -0.563776 -3.167552 -3.343528 2.83 1.63 5.18 -0.146
N 0.057224 -2.818552 -2.357528 -3.82 -2.13 -5.50 0.181
H -2.174776 -6.992552 -4.193528 -0.51 1.02 0.78 0.102
H -3.404776 -5.647552 -4.355528 -0.32 -0.05 -0.81 0.069
H -2.326776 -5.462552 -3.136528 0.09 -0.14 3.21 0.007
H -1.280776 -5.360552 -5.841528 -0.03 0.43 -0.17 0.103
H -0.307776 -5.531552 -4.437528 0.07 0.28 0.19 0.113
H -2.342776 -3.131552 -4.533528 1.03 -0.73 -0.03 0.140
H -0.760776 -3.135552 -5.367528 0.04 0.42 -0.46 0.108
C 3.050224 3.751448 2.145472 -1.72 1.18 -0.22 -0.082
C 2.889224 5.285448 2.344472 1.06 -1.21 1.95 -0.197
C 3.221224 5.706448 3.840472 -0.78 -1.07 -0.43 -0.183
C 4.582224 5.477448 4.217472 2.27 -0.45 0.39 -0.256
N 5.694224 5.292448 4.484472 -1.18 0.17 -0.25 0.143
H 2.639224 3.155448 2.968472 -0.11 0.22 -0.18 0.076
H 4.071224 3.634448 2.122472 2.45 -1.01 -0.08 0.044
H 2.644224 3.431448 1.168472 0.17 0.06 0.67 0.043
H 1.866224 5.521448 2.295472 -1.24 0.81 -0.85 0.050
H 3.592224 5.794448 1.656472 -0.84 0.06 0.31 0.130
H 2.583224 5.254448 4.632472 0.14 -0.33 -0.86 0.131
H 3.022224 6.729448 4.000472 -0.15 1.50 -0.20 0.097
C -3.191776 -2.753552 -0.724528 1.84 -1.54 -0.67 -0.077
C -3.872776 -4.121552 -0.811528 0.78 1.32 0.90 -0.266
C -4.563776 -4.612552 0.429472 -1.22 -0.27 1.72 -0.200
C -5.090776 -5.976552 0.184472 -3.49 -5.89 -1.62 -0.204
N -5.592776 -7.059552 -0.073528 3.18 6.45 1.60 0.125
H -3.791776 -2.027552 -0.278528 -0.84 1.21 1.17 0.057
H -2.953776 -2.366552 -1.705528 -0.23 -0.05 -0.59 0.046
H -2.161776 -2.841552 -0.311528 -0.84 0.19 0.43 0.066
H -3.183776 -4.862552 -1.034528 1.79 -1.29 -0.62 0.075
H -4.515776 -4.137552 -1.638528 -1.45 0.04 -0.98 0.101
H -5.423776 -3.920552 0.680472 0.80 -0.91 -0.02 0.141
H -3.952776 -4.768552 1.379472 -0.31 0.77 -1.30 0.128
C -0.724776 -0.038552 0.062472 -1.95 -0.40 0.84 -0.065
C 0.131224 0.984448 0.853472 0.45 0.84 -1.34 -0.217
C 1.061224 0.367448 1.841472 3.75 -0.51 -1.11 -0.146
C 1.842224 -0.681552 1.127472 -0.27 -1.02 -0.07 -0.188
N 2.364224 -1.547552 0.570472 -0.39 0.65 0.39 0.250
H -0.203776 -0.610552 -0.708528 0.06 0.43 -0.03 0.038
H -1.687776 0.406448 -0.339528 1.43 -0.15 0.12 0.085
H -1.185776 -0.852552 0.710472 0.90 0.97 -0.15 0.073
H -0.456776 1.690448 1.401472 -0.85 0.40 0.22 0.081
H 0.787224 1.635448 0.221472 -0.80 -0.62 -0.11 0.107
H 0.539224 -0.127552 2.596472 -0.72 -0.70 1.62 0.078
H 1.961224 0.973448 2.223472 -1.89 -0.06 -0.17 0.148
```
Forces are in eV/Å.


# 2
Below is 3 unconnected molecules or ions with the total composition C39H65BClFIN3O10S2 at a distorted geometry, with properties calculated with the ωB97M-V functional and the def2-TZVPD basis.

For the LUMO energy, the calculation gives 0.0 eV. As for the electronic energy: -4120.656233 Ha. For the HOMO-LUMO gap, the calculation gives 8.68 eV. The SMILES is CCCCc1cc2c(c(CCCCS(=O)(=O)Cl)c1CC=O)Nc1c(I)c(CCO)c([C@@H](F)CC)c(B(O)O)c1S2.COCCNCCOC.COCCNCCOC. The HOMO energy is -8.68 eV.

The geometry in XYZ format:
```
123
Properties=species:S:1:pos:R:3:forces:R:3:lowdin_charge:R:1
C 1.064631 -3.952436 7.391932 -0.13 0.00 -1.06 -0.103
C 0.104764 -3.100734 6.506364 0.17 -0.19 1.34 -0.242
C -1.236528 -3.835464 6.347575 -0.07 -0.02 -0.93 -0.179
C -1.136676 -4.782747 5.102637 0.10 0.36 0.74 -0.127
C -1.422058 -4.020959 3.820385 0.50 -0.98 0.99 -0.170
C -0.328668 -3.658285 3.059158 0.19 -0.24 0.28 -0.048
C -0.537150 -2.936752 1.922837 1.12 0.85 -1.26 -0.407
C -1.791135 -2.583791 1.477353 -0.22 0.02 0.30 -0.214
C -2.885011 -2.956072 2.243847 -0.85 0.72 -0.53 -0.101
C -4.251672 -2.529705 1.735856 -0.76 -0.50 0.55 -0.134
C -5.124573 -3.693529 1.188767 -0.04 0.65 -0.65 -0.163
C -4.368610 -4.635027 0.224752 -0.24 -0.28 0.42 -0.176
C -3.781643 -5.854238 0.991008 0.32 0.58 -0.49 -0.250
S -4.766435 -7.335928 0.728275 -1.85 0.79 0.45 0.328
O -5.729447 -7.373208 1.784947 0.53 -0.29 0.86 -0.341
O -5.380323 -7.362430 -0.560064 1.25 -0.38 -0.80 -0.325
Cl -3.453681 -8.891419 1.010248 -0.15 0.38 -0.24 0.371
C -2.702299 -3.663750 3.436262 -0.89 -0.09 -0.33 -0.128
C -3.912397 -4.018340 4.294315 0.67 0.22 0.13 -0.070
C -4.037738 -5.495332 4.659824 -0.64 -0.68 1.07 -0.252
O -4.723071 -5.907270 5.576133 0.62 0.72 -0.95 0.062
N -1.939484 -1.855009 0.242588 0.41 -0.33 -0.16 0.024
C -1.130073 -0.671681 0.197600 -0.22 -0.03 0.07 -0.323
C -1.632369 0.571865 -0.120832 -1.02 -0.05 -0.28 -0.476
I -3.722407 0.686419 -0.576983 0.50 -0.12 0.10 1.003
C -0.828259 1.704866 -0.170001 -0.95 0.41 -0.23 -0.200
C -1.432759 3.053640 -0.506226 0.67 0.39 -0.07 -0.163
C -0.877946 3.719926 -1.796049 -1.20 0.66 0.08 -0.223
O -0.414031 5.043555 -1.518693 0.71 -0.22 -0.15 -0.079
C 0.525978 1.576244 0.120349 0.10 0.67 -0.17 -0.064
C 1.418343 2.806082 0.118211 -0.08 -0.11 -0.48 -0.269
F 2.039647 2.911658 1.372376 0.13 -0.39 -0.08 0.012
C 2.470848 2.830879 -0.992482 0.74 1.47 0.68 -0.136
C 3.393982 4.069112 -0.745720 -0.45 0.05 0.21 -0.074
C 1.056713 0.335799 0.429237 1.38 -0.14 -0.01 -0.042
B 2.594636 0.080019 0.796176 0.05 0.20 0.68 -0.637
O 2.930542 -0.024247 2.138473 -0.02 -0.18 -0.48 0.145
O 3.592516 -0.077182 -0.138432 -0.11 -0.58 0.29 0.167
C 0.225533 -0.752081 0.464430 -0.44 -1.11 0.35 -0.378
S 0.823540 -2.384643 0.896836 0.17 -0.04 0.07 1.087
H 0.821330 -5.010454 7.236389 0.16 0.07 0.25 0.066
H 2.094091 -3.814778 7.047020 -0.03 0.03 0.38 0.068
H 0.973717 -3.703403 8.449839 0.02 -0.09 -0.11 0.071
H -0.013682 -2.145767 7.031446 -0.16 -0.01 -0.35 0.104
H 0.583783 -2.895719 5.545805 -0.27 0.02 0.00 0.090
H -2.067321 -3.146059 6.163286 0.21 0.06 0.21 0.094
H -1.486086 -4.405841 7.248145 0.13 0.10 -0.08 0.116
H -0.099920 -5.141072 5.099847 -0.20 -0.10 -0.26 0.111
H -1.756544 -5.674638 5.218793 -0.02 0.20 -0.01 0.098
H 0.666355 -3.949658 3.378038 -0.05 0.10 -0.10 0.121
H -4.826030 -2.057450 2.546473 0.20 -0.04 -0.07 0.121
H -4.181418 -1.769330 0.962432 0.35 -0.17 0.03 0.025
H -5.934982 -3.225275 0.614130 0.08 -0.04 0.18 0.116
H -5.629530 -4.227405 2.000824 0.22 -0.24 -0.21 0.107
H -3.536371 -4.109239 -0.253787 -0.15 -0.01 0.05 0.100
H -5.041807 -4.962042 -0.572150 0.18 -0.06 0.09 0.106
H -2.729087 -6.013977 0.748587 -0.19 -0.27 0.00 0.104
H -3.894282 -5.625018 2.047319 0.25 -0.52 0.03 0.057
H -4.839613 -3.676734 3.832076 0.07 -0.25 0.03 0.106
H -3.826953 -3.425513 5.214278 -0.25 -0.39 0.06 0.126
H -3.450221 -6.251385 4.082664 -0.19 0.47 -0.14 0.127
H -1.541743 -2.469892 -0.476428 -0.22 0.05 -0.06 0.109
H -1.182720 3.727823 0.324765 -0.06 -0.06 -0.14 0.128
H -2.519166 3.047825 -0.569606 0.18 -0.30 0.12 0.019
H -1.687308 3.844328 -2.531505 0.06 -0.44 0.11 0.118
H -0.100477 3.140864 -2.293691 0.18 0.23 0.30 0.110
H -1.086119 5.514260 -1.016956 -0.07 -0.08 -0.08 0.088
H 0.838071 3.724445 0.011178 0.00 -0.18 0.06 0.121
H 1.966170 3.013604 -1.943212 -0.01 -0.55 0.04 0.106
H 3.125636 1.961704 -0.996349 -0.52 -0.19 -0.28 0.094
H 3.525436 4.677725 -1.643847 0.22 -0.27 0.03 0.075
H 4.359583 3.786878 -0.326867 -0.05 0.03 -0.24 0.070
H 2.943099 4.740736 -0.004197 0.02 -0.09 -0.13 0.071
H 2.662267 -0.910495 2.420434 0.01 0.22 0.33 0.083
H 3.368097 -0.721809 -0.818810 -0.06 0.47 -0.33 0.117
C -0.380178 -2.513578 -3.570322 -0.03 -0.18 0.02 -0.104
O -1.544437 -3.146529 -3.068890 0.18 0.25 0.06 -0.196
C -2.651826 -2.263093 -2.891198 -0.35 -0.23 0.03 -0.243
C -3.749501 -2.541710 -3.898160 0.29 -0.02 -0.24 -0.205
N -3.351969 -2.143291 -5.243629 -0.12 -0.12 0.06 -0.048
C -4.247960 -2.614092 -6.299422 0.23 0.11 -0.04 -0.197
C -4.403481 -4.121766 -6.493330 -0.23 0.04 -0.21 -0.227
O -3.241331 -4.771916 -6.976184 -0.04 -0.01 0.19 -0.177
C -2.291308 -5.126222 -5.987882 0.09 0.00 -0.26 -0.099
H 0.441709 -3.224824 -3.495546 -0.05 -0.03 0.03 0.091
H -0.497336 -2.235164 -4.622263 0.05 0.14 0.02 0.080
H -0.128487 -1.624442 -2.982314 0.00 0.05 -0.05 0.084
H -2.339552 -1.214527 -2.921730 0.07 -0.02 -0.10 0.103
H -3.046566 -2.457183 -1.894190 -0.12 0.08 0.00 0.078
H -4.647573 -1.986354 -3.611074 0.00 -0.01 0.00 0.124
H -3.977147 -3.614599 -3.845563 -0.10 0.01 0.18 0.106
H -2.426000 -2.503440 -5.432349 0.01 0.02 0.02 0.067
H -3.869162 -2.199698 -7.237109 -0.08 -0.03 -0.03 0.119
H -5.237595 -2.174736 -6.137934 -0.01 -0.05 0.05 0.117
H -5.162130 -4.267048 -7.266980 0.03 0.00 -0.01 0.121
H -4.785319 -4.626487 -5.598034 0.13 0.02 0.08 0.111
H -2.762471 -5.379729 -5.035000 0.00 0.07 0.03 0.088
H -1.562470 -4.323565 -5.843162 0.01 -0.03 0.19 0.070
H -1.745197 -5.998189 -6.348361 -0.06 -0.02 -0.03 0.088
C 7.368434 9.354622 -3.288374 0.12 -0.10 0.10 -0.116
O 7.858685 9.472082 -1.966010 -0.19 0.08 -0.21 -0.194
C 7.118221 10.375491 -1.151873 0.24 0.04 0.34 -0.216
C 6.338855 9.634773 -0.082265 -0.08 -0.18 -0.26 -0.215
N 5.233376 8.877395 -0.658423 0.09 -0.02 0.16 -0.051
C 4.599984 7.939627 0.267905 -0.05 0.01 -0.27 -0.196
C 5.447841 6.801339 0.833612 -0.26 -0.10 0.21 -0.221
O 5.837407 5.832455 -0.123384 0.24 0.21 0.06 -0.202
C 6.995471 6.156108 -0.872280 -0.17 -0.22 -0.12 -0.089
H 8.101999 8.792260 -3.864611 0.03 0.00 0.06 0.088
H 6.419336 8.809164 -3.318056 -0.07 0.10 -0.10 0.076
H 7.239386 10.336879 -3.751863 -0.06 -0.01 -0.02 0.087
H 6.462745 11.014246 -1.750982 -0.06 -0.12 -0.06 0.121
H 7.848242 11.023492 -0.658751 -0.01 0.02 0.00 0.121
H 5.940607 10.357011 0.636583 -0.01 -0.02 0.01 0.123
H 7.046273 8.981469 0.444117 0.10 0.14 0.10 0.104
H 5.573978 8.353612 -1.453532 0.00 0.03 -0.02 0.065
H 3.761734 7.488465 -0.269854 -0.02 -0.04 0.08 0.115
H 4.171405 8.507796 1.099851 0.07 0.00 0.03 0.118
H 4.822725 6.265329 1.553478 0.00 -0.02 -0.03 0.121
H 6.317008 7.159821 1.397557 0.08 0.06 -0.13 0.111
H 7.712457 6.742034 -0.292392 -0.03 0.07 -0.02 0.089
H 6.729192 6.690587 -1.788415 0.16 0.13 0.02 0.072
H 7.470438 5.221085 -1.171039 -0.02 -0.03 0.07 0.089
```
Forces are in eV/Å.